[1]
Here is a structure of composition C72H60CrFGeN2P3S2 at a distorted geometry from OMol25. Energies are from the ωB97M-V functional and the def2-TZVPD basis.

Last column: Löwdin charge in e.
Cartesian coordinates (Å):
1 Cr -0.1377 -0.3781 -0.2070  -0.03
2 F -3.0983 -2.5162 2.5942  -0.27
3 Ge -2.0111 -1.4288 1.6847  0.96
4 C -3.4108 -1.0568 0.1477  -0.22
5 C -4.7006 -1.2976 0.6045  -0.08
6 C -5.8083 -1.1238 -0.2123  -0.02
7 C -5.6489 -0.7434 -1.5324  -0.03
8 C -4.3772 -0.4846 -2.0004  -0.09
9 C -3.2597 -0.5919 -1.1649  -0.38
10 P -1.7265 -0.0211 -1.9381  0.98
11 C -1.6824 -0.8612 -3.5640  -0.34
12 C -1.8359 -2.2462 -3.6359  -0.12
13 C -1.7608 -2.8957 -4.8541  -0.05
14 C -1.5881 -2.1672 -6.0207  -0.04
15 C -1.5113 -0.7869 -5.9633  -0.05
16 C -1.5342 -0.1319 -4.7446  -0.06
17 C -1.8998 1.7060 -2.4704  -0.38
18 C -3.0993 2.3978 -2.5933  -0.07
19 C -3.1014 3.6638 -3.1535  -0.04
20 C -1.9167 4.2662 -3.5479  -0.04
21 C -0.7180 3.5796 -3.4296  -0.05
22 C -0.7135 2.2942 -2.9210  -0.15
23 C -0.4235 -2.7508 1.9139  -0.34
24 C -0.7217 -4.0928 2.0708  -0.10
25 C 0.2993 -5.0382 2.0792  -0.05
26 C 1.6163 -4.6475 1.8959  -0.05
27 C 1.9291 -3.2991 1.7907  -0.09
28 C 0.9156 -2.3508 1.8299  -0.47
29 P 1.2172 -0.5597 2.0104  1.10
30 C 3.0146 -0.2219 1.8843  -0.33
31 C 3.6599 -0.2381 0.6494  -0.13
32 C 5.0006 0.0795 0.5386  -0.07
33 C 5.7247 0.4301 1.6676  -0.04
34 C 5.0895 0.4732 2.8977  -0.04
35 C 3.7446 0.1686 3.0080  -0.06
36 C 1.0510 -0.5778 3.8486  -0.33
37 C 0.5551 0.5013 4.5671  -0.10
38 C 0.5245 0.4765 5.9501  -0.05
39 C 1.0124 -0.6181 6.6415  -0.04
40 C 1.5394 -1.6871 5.9345  -0.04
41 C 1.5594 -1.6729 4.5531  -0.07
42 C -2.0947 0.1397 2.9220  -0.28
43 C -2.6749 -0.0123 4.1731  -0.07
44 C -2.8661 1.0872 4.9945  -0.03
45 C -2.5168 2.3562 4.5561  -0.03
46 C -1.9561 2.5244 3.3037  -0.09
47 C -1.7097 1.4097 2.4993  -0.41
48 P -0.9694 1.6571 0.8621  1.05
49 C 0.6424 2.4951 1.0431  -0.38
50 C 1.4013 2.5342 -0.1313  -0.13
51 C 2.6562 3.1116 -0.1428  -0.04
52 C 3.1839 3.6257 1.0324  -0.03
53 C 2.4435 3.5767 2.2029  -0.03
54 C 1.1714 3.0276 2.2126  -0.07
55 C -2.1201 2.9512 0.2975  -0.35
56 C -3.4847 2.7125 0.4810  -0.10
57 C -4.3941 3.7279 0.2619  -0.05
58 C -3.9543 4.9772 -0.1515  -0.04
59 C -2.6038 5.2028 -0.3612  -0.05
60 C -1.6798 4.1958 -0.1393  -0.07
61 H -4.8590 -1.6310 1.6175  0.11
62 H -6.7916 -1.3090 0.1885  0.12
63 H -6.4999 -0.6463 -2.1881  0.12
64 H -4.2226 -0.1985 -3.0325  0.12
65 H -2.0492 -2.8201 -2.7449  0.04
66 H -1.8538 -3.9708 -4.8889  0.10
67 H -1.5316 -2.6715 -6.9721  0.12
68 H -1.4422 -0.2074 -6.8697  0.12
69 H -1.4523 0.9439 -4.7329  0.10
70 H -4.0253 1.9575 -2.2599  0.10
71 H -4.0391 4.1777 -3.2984  0.13
72 H -1.9279 5.2614 -3.9628  0.12
73 H 0.2029 4.0360 -3.7571  0.12
74 H 0.2053 1.7133 -2.9153  0.08
75 H -1.7518 -4.4034 2.1716  0.12
76 H 0.0544 -6.0794 2.2177  0.13
77 H 2.4041 -5.3865 1.8584  0.12
78 H 2.9598 -2.9752 1.7005  0.12
79 H 3.1048 -0.4909 -0.2433  0.00
80 H 5.4778 0.0636 -0.4293  0.11
81 H 6.7683 0.6874 1.5834  0.12
82 H 5.6432 0.7520 3.7800  0.12
83 H 3.2706 0.2407 3.9712  0.10
84 H 0.1947 1.3698 4.0485  0.06
85 H 0.1220 1.3238 6.4832  0.12
86 H 0.9904 -0.6349 7.7192  0.12
87 H 1.9417 -2.5369 6.4640  0.12
88 H 1.9977 -2.5155 4.0432  0.10
89 H -2.9845 -0.9956 4.4932  0.11
90 H -3.3061 0.9565 5.9705  0.12
91 H -2.6846 3.2168 5.1855  0.12
92 H -1.7130 3.5160 2.9445  0.12
93 H 0.9656 2.1476 -1.0491  0.05
94 H 3.2192 3.1653 -1.0626  0.12
95 H 4.1638 4.0752 1.0343  0.12
96 H 2.8472 3.9766 3.1194  0.12
97 H 0.6045 3.0397 3.1298  0.09
98 H -3.8293 1.7431 0.8222  0.11
99 H -5.4448 3.5542 0.4343  0.12
100 H -4.6633 5.7762 -0.2987  0.12
101 H -2.2616 6.1754 -0.6764  0.12
102 H -0.6263 4.3852 -0.2862  0.11
103 S 1.4863 -0.6968 -1.8818  0.80
104 C 1.8815 -2.3646 -2.0045  -0.53
105 N 3.0517 -2.7771 -2.4687  -0.05
106 C 3.3820 -4.1869 -2.3631  -0.06
107 C 2.1472 -5.0474 -2.5920  -0.07
108 N 1.0806 -4.6206 -1.7042  -0.04
109 C 0.1923 -5.6326 -1.1647  -0.10
110 C -0.7287 -6.2117 -2.2161  -0.20
111 C -2.0096 -5.6949 -2.3620  -0.05
112 C -2.8436 -6.1755 -3.3555  -0.07
113 C -2.4056 -7.1882 -4.1921  -0.05
114 C -1.1458 -7.7393 -4.0235  -0.05
115 C -0.3032 -7.2462 -3.0407  -0.04
116 C 0.9019 -3.3101 -1.5397  -0.50
117 S -0.4966 -2.6567 -0.8343  0.87
118 C 4.0412 -1.9109 -3.0723  -0.10
119 C 4.1217 -2.1927 -4.5584  -0.22
120 C 3.0499 -1.8664 -5.3842  -0.04
121 C 3.1239 -2.1137 -6.7440  -0.06
122 C 4.2603 -2.6986 -7.2820  -0.05
123 C 5.3284 -3.0251 -6.4622  -0.05
124 C 5.2559 -2.7839 -5.1004  -0.04
125 H 3.7942 -4.3734 -1.3608  0.16
126 H 4.1470 -4.4253 -3.1053  0.14
127 H 2.3860 -6.0916 -2.3884  0.14
128 H 1.8164 -4.9697 -3.6358  0.16
129 H -0.3968 -5.1728 -0.3711  0.08
130 H 0.8145 -6.4198 -0.7344  0.15
131 H -2.3586 -4.9204 -1.6937  0.10
132 H -3.8321 -5.7580 -3.4800  0.12
133 H -3.0509 -7.5542 -4.9737  0.12
134 H -0.8182 -8.5443 -4.6646  0.12
135 H 0.6757 -7.6839 -2.9087  0.11
136 H 5.0033 -2.1164 -2.5958  0.15
137 H 3.7581 -0.8721 -2.8924  0.10
138 H 2.1659 -1.4037 -4.9644  0.10
139 H 2.2956 -1.8508 -7.3839  0.11
140 H 4.3143 -2.9067 -8.3382  0.12
141 H 6.2190 -3.4689 -6.8774  0.12
142 H 6.0967 -3.0293 -4.4687  0.12

Calculated values
**DFT total energy**: -7930.0347 a.u.
**<S²>**: 0.906
**HOMO (alpha / beta)**: -15.24 / -15.27 eV
**Spin multiplicity**: 2
**Total charge**: +3

***

[2]
Here is an isolated molecule of C6H12O at a distorted geometry from OMol25. Energies are from the ωB97M-V functional and the def2-TZVPD basis.

Last column: Löwdin charge in e.
Cartesian coordinates (Å):
1 C 1.8194 -0.6339 0.1292  0.00
2 C 1.1810 0.4474 0.5938  -0.42
3 O 1.2929 0.8192 1.9009  0.04
4 C 0.2497 1.3434 -0.2015  -0.14
5 C -1.2501 1.0500 0.0340  -0.19
6 C -1.4435 -0.4680 0.0564  -0.24
7 C -0.6412 -1.2557 -0.9909  -0.12
8 H 1.8564 -0.8296 -0.9339  0.07
9 H 2.2235 -1.4190 0.7734  0.08
10 H 1.9821 0.2430 2.2624  0.11
11 H 0.4855 2.3862 0.0199  0.12
12 H 0.4318 1.1637 -1.2645  0.11
13 H -1.5979 1.4546 0.9925  0.11
14 H -1.8490 1.5581 -0.7402  0.11
15 H -2.4978 -0.7555 0.0418  0.10
16 H -1.0577 -0.7702 1.0378  0.11
17 H 0.2651 -1.5713 -0.4777  0.02
18 H -1.1977 -2.0949 -1.4002  0.07
19 H -0.2527 -0.6676 -1.8333  0.08

Calculated values
**Energy relative to the best compared isomer or geometry (same formula, charge and spin)**: 1.598 eV
**DFT total energy**: -311.0005 a.u.
**HOMO**: -8.50 eV
**SMILES string**: C=C(O)CCCC

***

[3]
Here is a cluster of 2 separate species, CH2F2O2P in total at a distorted geometry from OMol25. Energies are from the ωB97M-V functional and the def2-TZVPD basis.

Last column: Löwdin charge in e.
Cartesian coordinates (Å):
1 C -0.3708 0.4479 0.1700  -0.37
2 O 2.2310 0.4947 -0.6227  -0.38
3 O 1.8280 -1.0015 1.3064  -0.39
4 F -0.7017 1.5653 -0.6858  -0.18
5 F -1.9319 -1.4096 -0.8387  -0.28
6 P 1.2703 0.0508 0.4034  0.47
7 H -0.9986 0.3824 1.0795  0.06
8 H -1.3262 -0.5300 -0.8121  0.07

Calculated values
**Energy relative to the best compared isomer or geometry (same formula, charge and spin)**: 2.837 eV
**DFT total energy**: -730.9376 a.u.
**HOMO**: -4.75 eV
**Total charge**: -1